Entry 1:
The following is a quantum chemistry calculation of a cluster of 2 separate species, C8H17N3O2 in total in a non-equilibrium geometry, from the Open Molecules 2025 dataset.

Each atom is followed by the atoms it is bonded to, with distances in Å.
Cartesian coordinates (Å):
1 C 1.63372 0.31233 1.08209  C2 1.292, C8 1.715, H14 1.113
2 C 1.30936 1.13173 2.02720  C1 1.292, C3 1.670, C4 1.467
3 C 2.48092 1.98330 2.85957  C2 1.670, O12 1.191, O13 1.193
4 C -0.01158 1.61408 2.44397  C2 1.467, H15 1.116, H16 1.123, H17 1.141
5 C -0.29080 -1.92428 1.87769  N9 1.453, H18 1.214, H19 1.151, H20 1.128
6 C 0.80036 1.42653 -1.60838  N10 1.490, H21 1.012, H22 1.065, H23 1.078
7 C -1.43739 -1.56569 -3.80372  N11 1.491, H24 1.158, H25 1.152, H26 1.183
8 C 0.38876 -0.29017 0.06869  C1 1.715, N9 1.359, N10 1.257
9 N -0.45723 -1.19159 0.63404  C5 1.453, C8 1.359, H27 0.979
10 N 0.01823 0.33933 -0.95471  C6 1.490, C8 1.257, H28 1.057
11 N -2.02070 -1.48812 -2.43423  C7 1.491, H29 1.018, H30 0.992
12 O 3.58504 1.77429 2.46623  C3 1.191
13 O 1.96202 2.67571 3.68140  C3 1.193
14 H 2.70187 0.00163 1.06289  C1 1.113
15 H 0.00534 2.68725 2.74959  C4 1.116
16 H -0.77017 1.63304 1.61588  C4 1.123
17 H -0.63175 1.03733 3.20911  C4 1.141
18 H -1.41335 -2.06286 2.31841  C5 1.214
19 H 0.25138 -2.92320 1.69868  C5 1.151
20 H 0.37130 -1.31022 2.55345  C5 1.128
21 H 0.40324 2.21806 -1.11830  C6 1.012
22 H 1.85771 1.37899 -1.49248  C6 1.065
23 H 0.54396 1.54156 -2.64961  C6 1.078
24 H -2.09598 -1.98031 -4.66184  C7 1.158
25 H -1.16405 -0.54035 -4.25323  C7 1.152
26 H -0.45689 -2.19945 -3.61432  C7 1.183
27 H -1.34318 -1.34152 0.24563  N9 0.979
28 H -0.97185 0.12295 -1.25633  N10 1.057
29 H -2.70330 -0.73335 -2.39281  N11 1.018
30 H -2.54498 -2.32702 -2.35453  N11 0.992

Frontier orbital gap (eV): 7.2
Charge: 0
Molar mass (g mol⁻¹): 187.2
ΔE to the lowest compared entry with this formula, charge and spin (kcal/mol): 46.0
Calculated total energy (eV): -17132.858

Atomic partial charges in e from the natural (NBO) method, atoms 1 to 4: atom 1 (C): -0.314, atom 2 (C): -0.104, atom 3 (C): 0.794, atom 4 (C): -0.681


Entry 2:
The following is a quantum chemistry calculation of a cluster of 2 separate species, C3H8NO2 in total, from the Open Molecules 2025 dataset.

Each atom is followed by the atoms it is bonded to, with distances in Å.
Cartesian coordinates (Å):
1 O -0.99694 -1.00623 -1.82346  C2 1.244
2 C 0.04210 -1.68199 -1.92987  O1 1.244, O3 1.251, H4 1.127
3 O 1.01846 -1.76197 -1.15174  C2 1.251
4 H 0.15885 -2.21822 -2.91370  C2 1.127
5 C -0.61331 0.14930 1.60963  C6 1.522, H8 1.093, H9 1.094, H10 1.091
6 C -0.18543 1.17809 0.57270  C5 1.522, N7 1.457, H11 1.097, H12 1.097
7 N 1.17806 0.89774 0.14130  C6 1.457, H13 1.028, H14 1.013
8 H 0.23921 -0.14995 2.22497  C5 1.093
9 H -1.39382 0.49806 2.29212  C5 1.094
10 H -0.98473 -0.73930 1.09788  C5 1.091
11 H -0.90167 1.13436 -0.25673  C6 1.097
12 H -0.23353 2.19239 0.98692  C6 1.097
13 H 1.21414 -0.04366 -0.27055  N7 1.028
14 H 1.45860 1.55137 -0.57948  N7 1.013

Frontier orbital gap (eV): 8.7
Charge: -1
Molar mass (g mol⁻¹): 90.1
ΔE to the lowest compared entry with this formula, charge and spin (kcal/mol): 10.6
Calculated total energy (eV): -8827.331

Atomic partial charges in e from the natural (NBO) method, atoms 1 to 4: atom 1 (O): -0.784, atom 2 (C): 0.632, atom 3 (O): -0.802, atom 4 (H): -0.012


Entry 3:
The following is a quantum chemistry calculation of an isolated molecule of C9H13N3S in a non-equilibrium geometry, from the Open Molecules 2025 dataset.

Each atom is followed by the atoms it is bonded to, with distances in Å.
Cartesian coordinates (Å):
1 C -3.38232 1.69328 -0.34797  C2 1.470, H14 1.139, H15 1.108, H16 1.119
2 C -3.56754 0.37004 0.26609  C1 1.470, N3 1.555, H17 1.149, H18 1.125
3 N -2.71191 -0.81990 -0.25280  C2 1.555, C4 1.300, H19 0.947
4 C -1.50305 -1.22187 0.00545  N3 1.300, S5 1.702, N6 1.344
5 S -0.69124 -2.36832 -0.95607  C4 1.702
6 N -0.72401 -0.60876 0.91280  C4 1.344, N7 1.409, H20 1.024
7 N 0.57419 -1.15726 0.91471  N6 1.409, C8 1.410, H21 0.959
8 C 1.71813 -0.56431 0.34093  N7 1.410, C9 1.368, C13 1.442
9 C 2.82556 -1.36665 0.32447  C8 1.368, C10 1.454, H22 1.060
10 C 4.08708 -0.75199 -0.05443  C9 1.454, C11 1.472, H23 1.011
11 C 4.09109 0.69676 -0.31697  C10 1.472, C12 1.483, H24 1.185
12 C 2.82464 1.38687 -0.66326  C11 1.483, C13 1.435, H25 1.089
13 C 1.61635 0.76958 -0.19638  C8 1.442, C12 1.435, H26 1.181
14 H -2.25898 1.66408 -0.53389  C1 1.139
15 H -3.89301 1.88499 -1.31277  C1 1.108
16 H -3.92947 2.27511 0.43525  C1 1.119
17 H -3.43242 0.37093 1.40734  C2 1.149
18 H -4.58632 -0.05946 0.05838  C2 1.125
19 H -3.08190 -1.30973 -0.97367  N3 0.947
20 H -1.09276 -0.31083 1.81992  N6 1.024
21 H 0.57190 -2.09126 0.69807  N7 0.959
22 H 2.85466 -2.36757 0.67214  C9 1.060
23 H 5.04191 -1.06605 0.05267  C10 1.011
24 H 5.15473 1.13879 -0.59616  C11 1.185
25 H 2.76170 2.30539 -1.24427  C12 1.089
26 H 0.73297 1.50814 -0.45960  C13 1.181

Frontier orbital gap (eV): 8.0
Charge: 0
Molar mass (g mol⁻¹): 195.3
ΔE to the lowest compared entry with this formula, charge and spin (kcal/mol): 92.8
Calculated total energy (eV): -24845.607

Atomic partial charges in e from the natural (NBO) method, atoms 1 to 4: atom 1 (C): -0.652, atom 2 (C): -0.210, atom 3 (N): -0.580, atom 4 (C): 0.305


Entry 4:
The following is a quantum chemistry calculation of an isolated molecule of C26H35Cl2IN3O9P3S in a non-equilibrium geometry, from the Open Molecules 2025 dataset.

Each atom is followed by the atoms it is bonded to, with distances in Å.
Cartesian coordinates (Å):
1 C -4.99965 2.43757 3.55044  C2 1.538, H46 1.097, H47 1.098, H48 1.095
2 C -4.71201 0.93106 3.66288  C1 1.538, C3 1.546, H49 1.096, H50 1.098
3 C -4.15634 0.29083 2.36990  C2 1.546, O4 1.443, H51 1.096, H52 1.094
4 O -2.78609 -0.10445 2.59202  C3 1.443, C5 1.380
5 C -2.04957 -0.16626 1.42639  O4 1.380, C6 1.373, C20 1.399
6 C -1.80797 -1.37141 0.81396  C5 1.373, C7 1.517, C12 1.403
7 C -2.42349 -2.57434 1.50404  C6 1.517, P8 1.841, H53 1.085, H54 1.098
8 P -4.03575 -3.01283 0.73088  C7 1.841, O9 1.468, O10 1.625, O11 1.617
9 O -4.29869 -2.16679 -0.43921  P8 1.468
10 O -5.19091 -2.80676 1.85510  P8 1.625, H55 0.970
11 O -4.05736 -4.58700 0.36026  P8 1.617, H56 0.970
12 C -1.06895 -1.47236 -0.37467  C6 1.403, C13 1.532, C18 1.389
13 C -0.81771 -2.81177 -1.07500  C12 1.532, C14 1.588, H57 1.101, H58 1.089
14 C -0.12232 -3.95962 -0.22669  C13 1.588, N15 1.465, N16 1.475, N17 1.478
15 N 0.52807 -3.48414 0.99668  C14 1.465, H59 1.015, H60 1.013
16 N 0.95681 -4.54567 -1.04410  C14 1.475, H61 1.006, H62 1.011
17 N -1.05321 -5.08984 -0.02683  C14 1.478, H63 1.012, H64 1.014
18 C -0.62055 -0.26818 -0.90308  C12 1.389, C19 1.395, C44 1.530
19 C -0.88922 0.94997 -0.27846  C18 1.395, C20 1.378, C25 1.516
20 C -1.58238 1.04686 0.90852  C5 1.399, C19 1.378, C21 1.510
21 C -1.87844 2.33660 1.63618  C20 1.510, C22 1.550, H65 1.092, H66 1.096
22 C -1.27357 2.40062 3.06200  C21 1.550, C23 1.550, H67 1.101, H68 1.090
23 C 0.26599 2.54235 2.95213  C22 1.550, I24 2.146, H69 1.094, H70 1.090
24 I 1.21624 1.21755 4.34832  C23 2.146
25 C -0.35337 2.19111 -0.96516  C19 1.516, O26 1.215, C27 1.526
26 O -0.98713 3.22131 -1.07602  C25 1.215
27 C 1.03842 2.02296 -1.56761  C25 1.526, C28 1.381, C43 1.383
28 C 1.97504 3.03283 -1.46640  C27 1.381, P29 1.844, C31 1.389
29 P 1.69425 4.63190 -0.59219  C28 1.844, S30 1.965, H71 1.400, H72 1.407
30 S 2.55516 4.54234 1.17148  P29 1.965
31 C 3.20648 2.80354 -2.06770  C28 1.389, Cl32 1.759, C33 1.369
32 Cl 4.36642 4.11731 -1.92153  C31 1.759
33 C 3.52316 1.64571 -2.72498  C31 1.369, C34 1.527, C38 1.418
34 C 4.90982 1.56735 -3.36008  C33 1.527, Cl35 1.807, C36 1.559, H73 1.088
35 Cl 4.84648 1.07389 -5.09675  C34 1.807
36 C 5.93650 0.74237 -2.52528  C34 1.559, C37 1.549, H74 1.093, H75 1.096
37 C 6.80134 1.72383 -1.69573  C36 1.549, H76 1.098, H77 1.096, H78 1.093
38 C 2.57437 0.59313 -2.78795  C33 1.418, P39 1.831, C43 1.394
39 P 2.88011 -1.02186 -3.59387  C38 1.831, O40 1.450, O41 1.613, O42 1.624
40 O 2.46266 -0.91750 -4.97886  P39 1.450
41 O 4.42515 -1.48475 -3.56271  P39 1.613, H79 0.968
42 O 2.08130 -2.21439 -2.83343  P39 1.624, H80 0.971
43 C 1.33219 0.82846 -2.20020  C27 1.383, C38 1.394, C44 1.546
44 C 0.14709 -0.16396 -2.22197  C18 1.530, C43 1.546, O45 1.210
45 O -0.20261 -0.75615 -3.21739  C44 1.210
46 H -5.51126 2.79223 4.45356  C1 1.097
47 H -4.05342 2.99355 3.52624  C1 1.098
48 H -5.56588 2.72352 2.65746  C1 1.095
49 H -5.58911 0.38155 4.02208  C2 1.096
50 H -3.92979 0.80555 4.42337  C2 1.098
51 H -4.27545 0.93520 1.49119  C3 1.096
52 H -4.73877 -0.61444 2.17731  C3 1.094
53 H -1.75770 -3.42862 1.57183  C7 1.085
54 H -2.67722 -2.30816 2.53881  C7 1.098
55 H -5.94951 -2.44353 1.37286  O10 0.970
56 H -4.95754 -4.76954 0.04855  O11 0.970
57 H -1.77745 -3.13564 -1.50717  C13 1.101
58 H -0.16290 -2.63018 -1.92613  C13 1.089
59 H 1.50588 -3.75100 0.94485  N15 1.015
60 H 0.17994 -3.94418 1.82875  N15 1.013
61 H 1.62988 -3.83635 -1.28028  N16 1.006
62 H 0.57547 -5.00191 -1.86224  N16 1.011
63 H -1.98921 -4.71598 -0.12162  N17 1.012
64 H -0.98323 -5.45590 0.91648  N17 1.014
65 H -1.52661 3.22304 1.10346  C21 1.092
66 H -2.96600 2.45959 1.69046  C21 1.096
67 H -1.66655 3.32824 3.50675  C22 1.101
68 H -1.60086 1.59019 3.71254  C22 1.090
69 H 0.56563 2.28704 1.93171  C23 1.094
70 H 0.58199 3.57545 3.09652  C23 1.090
71 H 0.32956 4.87176 -0.39123  P29 1.400
72 H 2.32557 5.66205 -1.31337  P29 1.407
73 H 5.31684 2.57474 -3.41522  C34 1.088
74 H 6.58855 0.13531 -3.15800  C36 1.093
75 H 5.36385 0.09298 -1.85386  C36 1.096
76 H 7.12256 2.58090 -2.30234  C37 1.098
77 H 6.17111 2.14112 -0.90196  C37 1.096
78 H 7.71069 1.25569 -1.31037  C37 1.093
79 H 4.70897 -1.85567 -2.71513  O41 0.968
80 H 2.64622 -2.43006 -2.07322  O42 0.971

Frontier orbital gap (eV): 7.7
Charge: 0
Molar mass (g mol⁻¹): 856.4
ΔE to the lowest compared entry with this formula, charge and spin (kcal/mol): 33.3
Calculated total energy (eV): -122278.833

Atomic partial charges in e from the Löwdin method, atoms 1 to 4: atom 1 (C): -0.102, atom 2 (C): -0.192, atom 3 (C): -0.165, atom 4 (O): -0.086


Entry 5:
The following is a quantum chemistry calculation of a cluster of 3 separate species, C17H29N3O5 in total, from the Open Molecules 2025 dataset.

Each atom is followed by the atoms it is bonded to, with distances in Å.
Cartesian coordinates (Å):
1 C -0.19640 2.62689 2.48638  C2 1.193, H20 1.060
2 C -0.83493 1.77294 1.95119  C1 1.193, C3 1.468
3 C -1.71101 0.86503 1.20167  C2 1.468, C4 1.474, C6 1.550, C14 1.589
4 C -1.15813 -0.49538 1.33322  C3 1.474, N5 1.145
5 N -0.68463 -1.53735 1.29909  C4 1.145
6 C -1.77377 1.30158 -0.28426  C3 1.550, C7 1.524, H21 1.087, H22 1.082
7 C -0.53367 1.99727 -0.83371  C6 1.524, C8 1.530, H23 1.088, H24 1.082
8 C 0.73525 1.14178 -0.84527  C7 1.530, C9 1.518, H25 1.088, H26 1.087
9 C 1.89122 1.78801 -0.10350  C8 1.518, O10 1.192, O11 1.385
10 O 1.96513 2.96585 0.06762  C9 1.192
11 O 2.93533 0.98407 0.32177  C9 1.385, C12 1.447
12 C 2.58194 0.23036 1.50542  O11 1.447, C13 1.526, H27 1.088, H28 1.083
13 C 2.88366 1.01549 2.77859  C12 1.526, H29 1.083, H30 1.085, H31 1.087
14 C -3.13594 0.90625 1.90469  C3 1.589, O15 1.406, C16 1.483, C18 1.529
15 O -3.49056 2.23034 2.21543  C14 1.406, H32 0.960
16 C -3.04205 0.14964 3.17705  C14 1.483, N17 1.144
17 N -2.94329 -0.40549 4.17279  C16 1.144
18 C -4.24872 0.29413 1.05339  C14 1.529, N19 1.448, H33 1.093, H34 1.084
19 N -3.76080 -0.84979 0.31084  C18 1.448, H35 1.006, H36 1.010
20 H 0.49016 3.39839 2.72586  C1 1.060
21 H -2.61211 1.99066 -0.35421  C6 1.087
22 H -1.99234 0.42108 -0.87324  C6 1.082
23 H -0.76711 2.22207 -1.87256  C7 1.088
24 H -0.37171 2.95890 -0.36496  C7 1.082
25 H 1.09738 1.02441 -1.86430  C8 1.088
26 H 0.59985 0.13067 -0.46898  C8 1.087
27 H 1.51657 0.00961 1.48124  C12 1.088
28 H 3.10985 -0.71456 1.47042  C12 1.083
29 H 3.00711 2.06822 2.55606  C13 1.083
30 H 3.75750 0.62999 3.29264  C13 1.085
31 H 2.04922 0.89904 3.46470  C13 1.087
32 H -3.35236 2.39904 3.15066  O15 0.960
33 H -5.04903 0.00149 1.73797  C18 1.093
34 H -4.68006 1.06185 0.42162  C18 1.084
35 H -4.33881 -1.09930 -0.47406  N19 1.006
36 H -3.59354 -1.64709 0.90820  N19 1.010
37 C -0.66460 -3.51714 -1.80277  C38 1.518, H40 1.090, H41 1.091, H42 1.092
38 C -2.10447 -3.52078 -1.32335  C37 1.518, O39 1.425, H43 1.089, H44 1.097
39 O -2.19733 -3.87666 0.05331  C38 1.425, H45 0.966
40 H -0.21557 -4.49955 -1.65673  C37 1.090
41 H -0.60205 -3.25634 -2.86079  C37 1.091
42 H -0.07086 -2.79769 -1.23426  C37 1.092
43 H -2.69184 -4.25050 -1.87945  C38 1.089
44 H -2.55788 -2.53325 -1.47183  C38 1.097
45 H -1.67873 -3.23755 0.55908  O39 0.966
46 C 5.18372 -0.09690 -3.08122  C47 1.517, H49 1.090, H50 1.091, H51 1.092
47 C 3.69168 -0.08453 -3.35573  C46 1.517, O48 1.423, H52 1.089, H53 1.097
48 O 2.96365 -0.78036 -2.34972  C47 1.423, H54 0.963
49 H 5.54744 -1.12277 -3.01779  C46 1.090
50 H 5.73265 0.42230 -3.86846  C46 1.091
51 H 5.40254 0.39070 -2.12875  C46 1.092
52 H 3.47100 -0.58476 -4.29761  C47 1.089
53 H 3.32754 0.94799 -3.42569  C47 1.097
54 H 3.11390 -0.33832 -1.50772  O48 0.963

Frontier orbital gap (eV): 10.4
Charge: 0
Molar mass (g mol⁻¹): 355.4
ΔE to the lowest compared entry with this formula, charge and spin (kcal/mol): 155.4
Calculated total energy (eV): -32803.642

Atomic partial charges in e from the natural (NBO) method, atoms 1 to 4: atom 1 (C): -0.156, atom 2 (C): -0.026, atom 3 (C): -0.272, atom 4 (C): 0.361


Q: Which of these has the lowest charge?
A: C3H8NO2


Q: calculated total energy of number 4 (C26H35Cl2IN3O9P3S)?
A: -122278.833 eV